No. 1
A molecular structure, C18H15B2BrF8MnN3O6 at a distorted geometry, computed with wB97M-V/def2-TZVPD.

Element x y z (Å)
Mn 6.1577 -11.0941 -3.4467
Br 8.3370 -11.9099 -2.3616
B 4.2662 -12.2854 -4.0753
F 4.3996 -12.3261 -2.7467
F 3.1161 -13.0655 -4.4088
F 4.2884 -10.9198 -4.3302
F 5.4159 -12.8583 -4.5053
B 7.5052 -8.2774 -3.1463
F 7.4879 -8.0529 -1.8253
F 6.4867 -9.0966 -3.7268
F 7.5860 -7.0741 -3.6640
F 8.6821 -8.8796 -3.4082
C 10.5005 -13.6197 -7.5597
C 9.3957 -14.3759 -7.5915
C 8.1989 -13.7299 -7.3360
C 8.1857 -12.3438 -6.9925
C 9.3941 -11.6519 -6.9474
C 10.5435 -12.2905 -7.1930
N 6.8993 -11.6726 -6.7665
O 5.9940 -11.9595 -7.4625
O 6.8753 -10.7942 -5.9040
H 11.3967 -14.1930 -7.7450
H 9.2414 -15.4121 -7.8539
H 7.2389 -14.2199 -7.2662
H 9.5618 -10.5983 -6.7795
H 11.4553 -11.7383 -7.3664
C 1.6690 -9.6823 1.9923
C 1.7341 -10.1022 0.6498
C 2.9630 -10.2753 -0.0932
C 4.1349 -9.8454 0.5342
C 4.0982 -9.3912 1.8231
C 2.8653 -9.3521 2.6179
N 5.4428 -10.0306 -0.2119
O 5.4749 -10.2760 -1.4029
O 6.4125 -10.1104 0.5367
H 0.7590 -9.4602 2.5299
H 0.7279 -10.2185 0.2750
H 2.8956 -10.5776 -1.1278
H 4.9954 -9.0883 2.3425
H 2.9455 -9.1783 3.6808
C -0.6631 -7.8202 -1.4285
C -0.3944 -8.7585 -2.4226
C 0.8565 -8.8434 -3.0202
C 1.8284 -7.9528 -2.6703
C 1.6040 -7.1524 -1.5638
C 0.3333 -6.9830 -1.0100
N 3.1149 -7.9978 -3.3918
O 4.0871 -7.5684 -2.7616
O 3.1916 -8.4923 -4.4982
H -1.5729 -7.8843 -0.8501
H -1.1562 -9.4905 -2.6471
H 0.9954 -9.5336 -3.8392
H 2.4340 -6.6155 -1.1286
H 0.4037 -6.4113 -0.0964

Forces on atoms 1 to 3 (eV/Å):
Mn 3.1 0.7 1.1
Br -0.7 -0.2 -0.4
B -3.8 -2.4 -0.7

Output
E_tot = -5884.54561 a.u.
frontier orbital gap (spin up / spin down) = 6.99 / 7.07 eV
total charge = -1
multiplicity = 6
relative energy (zero: lowest compared OMol25 entry of this formula, charge and spin) = 2.4636 eV
LUMO (spin up / spin down) = 1.684 / 1.682 eV

natural (NBO) population analysis, charges in e, atoms 1 to 8:
1 Mn 1.508
2 Br -0.747
3 B 1.274
4 F -0.540
5 F -0.546
6 F -0.533
7 F -0.533
8 B 1.309

No. 2
A molecular structure, C18H15BBr2F4MnN3O6 at a distorted geometry, computed with wB97M-V/def2-TZVPD.

Element x y z (Å)
Mn -0.3123 0.1933 -0.3550
Br -2.1678 0.4107 1.2384
Br 1.6838 -0.5855 -1.7525
B -1.2720 1.4017 -3.5133
F -0.1352 2.0266 -4.0449
F -1.1288 1.3054 -2.0775
F -2.4204 2.1615 -3.7773
F -1.4251 0.1003 -4.0261
C 1.6743 5.2071 3.7956
C 1.0568 3.9745 3.8043
C 0.9810 3.2412 2.6236
C 1.4883 3.7751 1.4607
C 2.0655 5.0305 1.4097
C 2.1743 5.7231 2.5968
N 1.3731 3.0066 0.2196
O 2.0564 3.3304 -0.7191
O 0.5678 2.0852 0.2297
H 1.7348 5.8297 4.6789
H 0.6403 3.5135 4.6898
H 0.5728 2.2394 2.6006
H 2.4000 5.4996 0.4977
H 2.5783 6.7282 2.6095
C -5.4152 -1.3739 -4.2587
C -4.7371 -2.5490 -4.5369
C -3.5977 -2.8705 -3.8102
C -3.1394 -1.9869 -2.8604
C -3.7731 -0.7944 -2.5885
C -4.9211 -0.5019 -3.2849
N -1.9679 -2.3418 -2.0651
O -1.4580 -1.4320 -1.4567
O -1.6001 -3.5016 -2.0382
H -6.2263 -1.0039 -4.8750
H -5.0665 -3.2297 -5.3113
H -3.1833 -3.8645 -3.9027
H -3.3627 -0.0825 -1.8841
H -5.4551 0.4224 -3.1110
C 3.7993 -4.5365 2.7052
C 2.7274 -4.5178 1.8278
C 2.0069 -3.3525 1.6334
C 2.4204 -2.2015 2.2780
C 3.5116 -2.1863 3.1229
C 4.2088 -3.3630 3.3310
N 1.6141 -0.9951 2.1094
O 1.8396 -0.0417 2.8358
O 0.7784 -1.0318 1.2342
H 4.3404 -5.4567 2.8864
H 2.3823 -5.3924 1.2929
H 1.2145 -3.3237 0.8980
H 3.8327 -1.2821 3.6197
H 5.0414 -3.4068 4.0197

Forces on atoms 1 to 3 (eV/Å):
Mn 0.2 0.0 -1.3
Br -0.4 0.1 0.3
Br 0.1 0.0 0.3

Output
E_tot = -8034.15636 a.u.
frontier orbital gap (spin up / spin down) = 6.75 / 6.85 eV
total charge = -1
multiplicity = 6
relative energy (zero: lowest compared OMol25 entry of this formula, charge and spin) = 0.0000 eV
LUMO (spin up / spin down) = 1.332 / 1.308 eV

natural (NBO) population analysis, charges in e, atoms 1 to 8:
1 Mn 1.320
2 Br -0.735
3 Br -0.733
4 B 1.360
5 F -0.561
6 F -0.597
7 F -0.572
8 F -0.573

No. 3
A molecular structure, C18H15BCl2N9Pt at a distorted geometry, computed with wB97M-V/def2-TZVPD.

Element x y z (Å)
Pt 0.0499 0.4556 0.1588
C 4.3376 0.7830 0.6404
C 3.0887 0.5881 1.2221
N 2.2360 0.1788 0.2910
N 2.8787 0.1144 -0.8839
C 4.1601 0.4760 -0.6957
B 2.1881 -0.4293 -2.1654
N 1.2009 0.6147 -2.7091
C 0.8561 0.8824 -3.9800
C -0.2605 1.6963 -3.9703
C -0.5533 1.8862 -2.6228
N 0.3414 1.2352 -1.8829
N 1.3321 -1.6543 -1.7703
C 1.4029 -2.9360 -2.1617
C 0.4106 -3.6541 -1.5136
C -0.2584 -2.7129 -0.7325
N 0.3065 -1.5269 -0.9052
N 3.2796 -0.7916 -3.1508
C 4.0226 0.0014 -3.9522
C 5.0778 -0.7509 -4.4460
C 4.9138 -2.0221 -3.8614
N 3.8849 -1.9850 -3.0608
H 5.2363 1.1113 1.1169
H 2.7880 0.6874 2.2468
H 4.8709 0.5167 -1.4965
H 1.3953 0.4800 -4.8127
H -0.7862 2.0946 -4.8126
H -1.3389 2.4693 -2.1794
H 2.1432 -3.2660 -2.8668
H 0.1970 -4.7004 -1.5908
H -1.1091 -2.8436 -0.0898
H 3.7815 1.0286 -4.1378
H 5.8912 -0.4372 -5.0689
H 5.5201 -2.8999 -3.9496
Cl 0.3815 2.9790 1.2802
C -0.8661 2.8209 2.4529
C -1.1551 3.8254 3.3385
C -2.1873 3.6612 4.2694
C -2.9204 2.4838 4.3011
C -2.6457 1.4414 3.4318
Cl -3.5176 -0.0090 3.4782
C -1.5741 1.5570 2.4490
N -1.2728 0.6052 1.6536
H -0.5942 4.7472 3.3252
H -2.4183 4.4575 4.9600
H -3.7141 2.3730 5.0253

Forces on atoms 1 to 3 (eV/Å):
Pt 1.0 -0.7 -2.6
C -0.4 0.0 0.0
C 0.5 0.2 0.2

Output
E_tot = -2251.62018 a.u.
frontier orbital gap (spin up / spin down) = 4.23 / 4.18 eV
total charge = +2
multiplicity = 2
relative energy (zero: lowest compared OMol25 entry of this formula, charge and spin) = 2.4855 eV
LUMO (spin up / spin down) = -9.759 / -9.809 eV

natural (NBO) population analysis, charges in e, atoms 1 to 8:
1 Pt 1.322
2 C -0.310
3 C -0.005
4 N -0.318
5 N -0.336
6 C 0.055
7 B 0.918
8 N -0.332

No. 4
2 unconnected molecules or ions with the total composition C18H15F2N2O at a distorted geometry, computed with wB97M-V/def2-TZVPD.

Element x y z (Å)
C -2.5366 -0.4201 3.6258
C -1.1403 0.1493 3.6021
C -0.0505 -0.7523 3.7514
N 1.1652 -0.1782 3.7747
N 2.2706 0.1333 3.7942
O -0.8982 1.3608 3.4504
H -2.5353 -1.5162 3.6618
H -3.0874 -0.0513 4.4996
H -3.0864 -0.0995 2.7345
H -0.1551 -1.8297 3.9103
F 1.6051 1.2516 -4.5236
C 1.3164 1.2345 -3.1805
C 0.6892 2.3468 -2.6203
C 0.4077 2.3170 -1.2442
C 0.7492 1.2141 -0.4754
C 1.3939 0.0863 -1.0502
C 1.7478 -1.0353 -0.2452
C 2.2425 -2.2255 -0.7591
C 2.6564 -3.2788 0.0414
C 3.2203 -4.4891 -0.4574
C 3.5456 -4.6479 -1.8354
C 4.0943 -5.8505 -2.2570
F 4.4160 -5.9877 -3.5858
C 4.3449 -6.9209 -1.3988
C 4.0196 -6.7640 -0.0407
C 3.4716 -5.5761 0.4207
C 1.6765 0.1138 -2.4465
H 0.4358 3.2019 -3.2403
H -0.0819 3.1698 -0.7749
H 0.5280 1.1874 0.5933
H 1.6309 -0.9473 0.8378
H 2.2893 -2.3473 -1.8423
H 2.5355 -3.1794 1.1229
H 3.3808 -3.8418 -2.5460
H 4.7811 -7.8389 -1.7822
H 4.2029 -7.5828 0.6548
H 3.2153 -5.4459 1.4737
H 2.1791 -0.7186 -2.9334

Forces on atoms 1 to 3 (eV/Å):
C -0.2 -0.2 0.0
C -0.1 2.3 -0.3
C 1.1 -0.3 0.1

Output
E_tot = -1079.05065 a.u.
frontier orbital gap = 5.65 eV
total charge = +1
LUMO = -6.152 eV

natural (NBO) population analysis, charges in e, atoms 1 to 8:
1 C -0.706
2 C 0.507
3 C -0.375
4 N 0.113
5 N 0.088
6 O -0.593
7 H 0.214
8 H 0.259

No. 5
A single C18H15F4NO3 molecule at a distorted geometry, computed with wB97M-V/def2-TZVPD.

Element x y z (Å)
C -3.8293 -0.7936 -2.3853
C -2.6252 0.0875 -2.2459
O -1.5163 -0.7373 -1.7972
C -0.3733 0.0712 -1.5854
O -0.4633 1.2597 -1.9193
N 0.6977 -0.6115 -0.9192
C 1.8953 -0.2368 -1.6447
C 2.6336 -1.4389 -2.2157
O 2.3634 0.8770 -1.7953
C 0.9782 -0.3933 0.7931
C 1.7411 0.7666 1.2997
C 1.1772 2.0142 1.6401
C 2.0219 3.1255 1.9168
F 1.4406 4.3790 1.9724
C 3.3847 3.0213 2.0349
C 3.9116 1.7507 1.8907
F 5.2781 1.5985 1.9789
C 3.1183 0.6246 1.5869
C -0.4075 -0.7183 1.1660
C -0.7545 -2.0773 1.3475
C -2.0775 -2.4584 1.3686
F -2.4266 -3.7852 1.1939
C -3.1480 -1.5280 1.4509
C -2.7476 -0.1739 1.4134
F -3.7548 0.7750 1.2763
C -1.4230 0.2344 1.3183
H -4.7380 -0.2061 -2.4954
H -3.7168 -1.3997 -3.2835
H -3.9714 -1.4440 -1.5230
H -2.3792 0.5579 -3.2063
H -2.8173 0.8876 -1.5235
H 1.9952 -2.3211 -2.3156
H 3.1008 -1.2184 -3.1862
H 3.4702 -1.6226 -1.5180
H 1.5940 -1.2734 0.7173
H 0.1198 2.2070 1.6414
H 4.0234 3.9043 2.0910
H 3.6067 -0.3378 1.5302
H 0.0151 -2.8467 1.3338
H -4.1709 -1.8176 1.3488
H -1.2261 1.2979 1.2484

Forces on atoms 1 to 3 (eV/Å):
C -0.1 -0.5 -0.3
C -0.2 0.1 0.0
O 2.1 1.3 0.5

Output
E_tot = -1374.77800 a.u.
frontier orbital gap = 9.00 eV
SMILES = CCOC(=O)N(C(C)=O)C(c1cc(F)cc(F)c1)c1cc(F)cc(F)c1
total charge = 0
relative energy (zero: lowest compared OMol25 entry of this formula, charge and spin) = 0.0000 eV
LUMO = -0.735 eV

natural (NBO) population analysis, charges in e, atoms 1 to 8:
1 C -0.628
2 C -0.070
3 O -0.516
4 C 0.885
5 O -0.570
6 N -0.603
7 C 0.701
8 C -0.724

No. 6
A molecular structure, C18H15InN3O18S3 at a distorted geometry, computed with wB97M-V/def2-TZVPD.

Element x y z (Å)
In -3.4307 -0.2633 -0.6656
S -6.9728 4.5999 -1.3231
O -7.3451 3.5620 -0.4281
O -8.0197 4.4099 -2.2825
O -6.9906 5.8534 -0.6302
O -5.6378 4.1551 -1.7673
S -9.1727 -2.1757 -0.3896
O -7.9893 -2.1399 0.4593
O -9.4952 -3.5190 -0.8762
O -10.3078 -1.3910 -0.0047
O -8.8374 -1.3219 -1.5002
S -3.8783 -5.0227 -3.9624
O -3.0911 -4.8272 -2.7570
O -4.5806 -3.7447 -4.0238
O -3.0692 -5.2056 -5.1478
O -4.9361 -6.0248 -3.8928
C 4.3413 -6.8430 -6.3323
C 4.8803 -5.6415 -6.6811
C 4.3707 -4.4656 -6.2387
C 3.2429 -4.4769 -5.4757
C 2.6681 -5.7185 -5.1401
C 3.1843 -6.9528 -5.5481
N 2.5875 -3.2016 -5.0242
O 1.6605 -3.1825 -4.2303
O 3.1381 -2.1268 -5.4124
H 4.8943 -7.6961 -6.6967
H 5.8655 -5.6776 -7.1220
H 4.7983 -3.5383 -6.5905
H 1.8708 -5.7510 -4.4123
H 2.7718 -7.8782 -5.1741
C 4.2395 -1.8267 7.5514
C 3.0415 -1.2016 7.1043
C 2.5666 -1.4982 5.8854
C 3.3106 -2.3182 4.9771
C 4.5386 -2.8406 5.3543
C 4.9465 -2.6485 6.6709
N 2.8700 -2.3950 3.5922
O 1.7920 -1.8089 3.2154
O 3.5071 -3.0473 2.7696
H 4.5718 -1.6819 8.5688
H 2.5935 -0.4157 7.6944
H 1.6978 -0.9484 5.5545
H 5.1223 -3.3464 4.5994
H 5.9088 -3.0764 6.9101
C 0.2967 10.1624 1.5778
C 1.2271 9.5508 2.5118
C 1.0737 8.2113 2.8755
C 0.1394 7.3755 2.2714
C -0.9045 7.9807 1.5681
C -0.7019 9.3158 1.1788
N 0.1682 5.9060 2.4481
O -0.8426 5.2697 2.0636
O 1.0856 5.4229 3.1138
H 0.4373 11.1324 1.1242
H 2.0932 10.0513 2.9191
H 1.8468 7.7757 3.4911
H -1.6747 7.3639 1.1292
H -1.4707 9.7409 0.5506

Forces on atoms 1 to 3 (eV/Å):
In -0.7 -0.2 -0.4
S 2.0 -0.9 0.0
O -1.3 -4.0 4.6

Output
E_tot = -3597.49763 a.u.
frontier orbital gap = 1.22 eV
total charge = -3
relative energy (zero: lowest compared OMol25 entry of this formula, charge and spin) = 7.2140 eV
LUMO = 2.297 eV

natural (NBO) population analysis, charges in e, atoms 1 to 8:
1 In 0.982
2 S 2.592
3 O -0.922
4 O -0.949
5 O -1.067
6 O -1.041
7 S 2.556
8 O -0.992